Entry 1:
{
  "formula": "C19H43P3S2Y",
  "method": "ωB97M-V with the def2-TZVPD basis set",
  "elements": ["C", "Y", "H", "H", "H", "C", "H", "H", "C", "H", "H", "C", "H", "H", "S", "H", "H", "H", "C", "C", "C", "H", "P", "H", "H", "H", "C", "H", "C", "H", "H", "H", "H", "H", "H", "C", "H", "H", "C", "H", "H", "C", "H", "H", "H", "H", "C", "H", "S", "H", "H", "C", "H", "P", "C", "H", "H", "H", "H", "C", "P", "H", "C", "C", "H", "H", "H", "C"],
  "coordinates": [[-4.192, -0.998, 1.066], [-0.218, -0.448, 0.368], [-1.175, -4.201, 0.291], [4.142, -0.924, -0.389], [3.955, 0.703, 0.307], [-3.072, -0.591, -2.321], [-4.038, 0.079, 0.923], [-3.373, -0.609, -3.377], [-0.232, -4.286, -0.266], [-0.465, -4.200, -1.336], [2.752, -4.469, -0.312], [2.555, 2.654, 3.777], [-1.307, -1.704, -4.260], [-1.506, 1.890, -2.910], [1.430, 0.834, 2.146], [1.800, 5.887, 4.545], [-1.320, -0.965, 2.942], [-3.394, -1.499, -1.795], [1.366, -3.497, 1.933], [3.892, 0.118, -0.619], [2.651, 3.910, 4.369], [0.480, -3.494, 2.581], [-1.241, -0.463, -2.190], [2.102, -2.807, 2.365], [3.269, 1.860, 4.025], [-2.055, -2.617, 3.260], [1.791, 4.945, 3.978], [2.753, -1.448, -3.026], [2.642, -0.356, -3.018], [-2.877, 3.010, -0.923], [0.240, -5.262, -0.073], [1.793, -4.509, 1.910], [2.225, -3.544, -1.757], [1.372, 2.285, -2.363], [0.373, -1.656, -3.625], [1.590, 2.425, 2.753], [1.879, -0.065, -3.750], [3.603, 0.113, -3.285], [2.190, 2.026, -1.681], [-4.879, 2.754, 1.430], [3.255, -2.774, -0.527], [-2.193, -1.617, 2.807], [-4.822, -1.484, 0.299], [3.165, 2.287, -2.118], [-0.815, -2.749, -2.873], [0.014, 1.255, -3.548], [-1.035, 0.998, -3.348], [-3.015, 2.920, 1.556], [-2.561, -1.834, 1.017], [4.582, 0.514, -1.385], [-1.448, -1.664, -0.808], [-0.687, -1.771, -3.353], [2.044, 2.571, -0.744], [2.205, 0.228, -1.324], [-3.838, 2.922, -0.412], [-4.724, 2.819, -1.034], [0.290, 5.568, 2.580], [-3.521, 0.272, -1.813], [-4.578, -1.178, 2.083], [0.823, 3.518, 2.277], [0.936, -2.952, 0.232], [-3.023, -1.088, 3.288], [-3.912, 2.885, 0.925], [2.433, -3.483, -0.680], [-1.521, 0.768, -4.313], [0.172, 3.376, 1.422], [3.362, 4.058, 5.183], [0.910, 4.750, 2.916]],
  "total_charge": 3,
  "lumo_energy_ha": [-0.41073, -0.42035],
  "total_energy_ha": -2607.47337,
  "homo_lumo_gap_ev": [6.18, 5.67],
  "de_lowest_ev": 2.390
}

=====

Entry 2:
{
  "formula": "C19H44AlBrO7P",
  "method": "ωB97M-V with the def2-TZVPD basis set",
  "elements": ["H", "H", "H", "H", "C", "H", "O", "H", "H", "H", "C", "H", "O", "O", "C", "P", "H", "H", "H", "H", "H", "H", "C", "C", "H", "C", "H", "H", "Al", "H", "H", "H", "Br", "H", "H", "H", "H", "O", "H", "H", "C", "H", "O", "C", "H", "C", "C", "H", "H", "H", "H", "H", "C", "H", "C", "H", "C", "H", "C", "H", "O", "H", "C", "C", "H", "C", "C", "H", "H", "H", "O", "C", "H"],
  "coordinates": [[-1.866, -4.862, -0.273], [-0.579, 4.351, -0.972], [-0.797, 8.241, -1.881], [0.261, -4.203, -3.325], [-0.050, 7.550, -1.486], [-4.489, -1.771, -1.424], [-1.080, 1.503, 0.701], [3.938, -3.085, 4.014], [1.970, 6.918, -1.997], [1.279, 6.250, 0.562], [-0.191, -3.594, 0.240], [-2.007, -2.915, -1.772], [1.217, 2.267, -0.170], [-3.446, -1.860, 3.021], [-0.185, -3.307, -2.877], [0.157, 1.238, -0.277], [4.835, -1.083, 3.586], [0.912, 4.993, -1.611], [3.838, -0.904, 2.135], [-1.693, 2.170, 0.373], [-0.048, 0.928, -2.401], [3.991, -3.494, 6.461], [4.006, -0.526, 3.144], [2.735, -0.635, 3.969], [-3.518, -0.842, -4.678], [0.586, 5.409, 0.481], [-2.008, -4.427, -2.647], [0.206, 7.899, -0.477], [-0.866, -1.720, 0.590], [-0.621, -2.808, -4.960], [4.016, -1.757, 6.168], [0.453, -1.707, -4.152], [-2.739, 0.749, 3.575], [-4.055, -0.411, -2.457], [-0.400, -0.780, 3.034], [-5.546, -1.325, -2.792], [2.453, -3.853, 4.556], [-0.700, 6.300, -1.434], [-2.910, -2.449, -5.073], [1.455, -0.421, 0.695], [-2.997, -1.715, -4.265], [-1.666, -1.003, -2.732], [-3.791, -2.312, -3.263], [-0.965, -4.477, -0.760], [-1.354, -0.366, -4.327], [1.185, 7.575, -2.373], [0.619, -0.433, -0.011], [-0.902, -2.492, 3.048], [-0.114, -4.141, 1.188], [1.590, 8.588, -2.415], [0.848, -3.497, -0.106], [1.946, -0.045, 3.502], [-2.472, -1.183, 3.004], [-0.364, -5.356, -1.039], [-4.507, -1.407, -2.451], [-0.246, 5.589, 1.165], [-0.462, -2.290, -4.008], [1.021, -0.790, -0.967], [-1.110, -1.501, 2.637], [-2.255, -1.333, -0.135], [-0.606, 1.307, -1.712], [2.514, -2.538, 6.675], [-1.604, -1.286, -3.787], [3.035, -2.933, 4.618], [0.585, -2.890, -2.224], [-1.380, -3.759, -2.047], [3.411, -2.659, 6.065], [1.105, 4.501, 0.786], [0.934, 7.259, -3.386], [4.307, 0.520, 3.073], [2.206, -1.947, 4.042], [0.082, 5.214, -0.934], [2.891, -0.223, 4.973]],
  "total_charge": -1,
  "lumo_energy_ha": 0.09873,
  "total_energy_ha": -4434.97425,
  "homo_lumo_gap_ev": 8.32
}

=====

Entry 3:
{
  "formula": "C19H44BN4O7",
  "method": "ωB97M-V with the def2-TZVPD basis set",
  "elements": ["H", "H", "N", "H", "H", "C", "H", "H", "C", "C", "H", "H", "C", "H", "N", "H", "C", "H", "C", "O", "H", "H", "N", "C", "O", "C", "H", "O", "O", "C", "H", "C", "H", "H", "H", "H", "O", "H", "N", "C", "H", "H", "H", "H", "H", "H", "H", "H", "H", "C", "H", "H", "C", "C", "H", "B", "H", "H", "H", "H", "C", "H", "H", "C", "C", "H", "H", "H", "H", "C", "O", "H", "H", "O", "C"],
  "coordinates": [[0.237, 1.641, -2.430], [2.617, -5.831, 3.202], [1.454, 3.058, 0.328], [5.095, -5.775, 0.693], [-1.602, 2.911, -6.462], [0.080, 2.513, 0.650], [-3.330, 2.839, 3.219], [3.070, -2.283, 2.504], [1.383, 5.181, 1.078], [0.635, -4.009, 3.843], [2.126, 6.098, 0.935], [1.942, -3.426, 1.753], [-4.071, 2.214, -5.075], [1.526, 3.278, -5.765], [1.714, -6.288, 3.331], [-0.026, -3.584, 4.607], [0.966, 3.521, -4.857], [-1.965, 1.200, -6.049], [-2.267, 2.066, -6.646], [3.082, -6.130, 0.652], [3.332, -4.005, 2.734], [2.437, -0.125, 1.427], [-2.287, 3.510, -3.749], [-0.104, 5.845, 1.345], [-3.613, 2.448, -6.409], [0.477, 1.009, 1.166], [-3.660, -0.071, 2.986], [1.461, 4.326, -0.118], [1.795, -3.172, 3.831], [2.578, 2.063, 0.577], [1.533, -7.326, 0.092], [0.918, -5.469, 4.251], [1.656, 3.979, -4.139], [0.734, -5.537, 1.604], [0.164, 3.401, -2.550], [-0.158, 6.066, 2.507], [-0.742, -1.382, 1.807], [-2.167, 1.803, -7.704], [1.969, 0.760, 1.135], [-3.147, 1.931, 3.951], [-1.782, 3.700, -4.614], [-4.203, 1.726, 4.465], [-2.403, 2.268, 4.793], [2.514, -8.026, 1.383], [1.461, -5.453, 5.204], [4.413, -6.304, 2.241], [-4.267, 3.185, -3.150], [-0.993, 2.975, 0.592], [1.696, 4.500, 1.999], [2.559, -3.241, 2.638], [3.738, 2.259, 0.373], [-0.241, 6.833, 0.728], [-0.151, 2.468, -3.035], [-1.684, 2.346, -3.092], [0.177, 4.230, -5.123], [-0.801, 0.082, 1.624], [-0.396, -1.635, 2.712], [-2.077, 2.269, -2.070], [-1.000, 5.085, 1.136], [0.086, -3.929, 2.898], [2.080, -7.089, 1.011], [4.650, -7.480, 0.907], [-4.047, 4.286, -4.504], [-3.704, 3.334, -4.080], [1.088, -6.482, 2.019], [-1.920, -0.074, 3.825], [-1.921, 1.422, -3.623], [-0.035, -5.979, 4.441], [0.229, -7.156, 2.130], [4.371, -6.450, 1.157], [0.415, 2.317, -4.342], [-3.770, 1.219, -4.727], [-5.165, 2.187, -5.140], [-2.105, 0.808, 1.816], [-2.655, 0.550, 3.155]],
  "total_charge": 1,
  "lumo_energy_ha": -0.16527,
  "total_energy_ha": -1520.31674,
  "homo_lumo_gap_ev": 6.06
}

=====

Entry 4:
{
  "formula": "C19H44Br12InO4P2",
  "method": "ωB97M-V with the def2-TZVPD basis set",
  "elements": ["H", "Br", "Br", "H", "Br", "Br", "H", "Br", "C", "H", "H", "H", "H", "H", "C", "H", "H", "C", "C", "H", "Br", "C", "Br", "H", "H", "O", "H", "C", "H", "H", "C", "H", "C", "H", "O", "Br", "C", "C", "H", "C", "H", "C", "H", "H", "O", "H", "Br", "Br", "H", "H", "H", "P", "H", "H", "H", "H", "O", "H", "In", "Br", "C", "C", "H", "H", "H", "H", "H", "H", "H", "C", "H", "Br", "C", "H", "H", "C", "H", "C", "H", "C", "H", "P"],
  "coordinates": [[-9.150, -1.991, -0.784], [-0.129, 2.600, -0.172], [2.125, -0.002, -10.112], [1.901, 3.249, -3.841], [-3.154, 2.064, 1.876], [-0.558, 2.844, -4.021], [9.546, 0.019, 3.418], [-9.055, -0.303, -2.587], [-2.904, 3.162, 0.283], [-5.998, -1.760, -1.502], [-3.908, 3.292, -0.133], [8.684, -0.149, 1.729], [3.029, -3.999, 4.189], [-5.842, 0.765, 0.292], [-6.379, -0.076, -0.156], [1.931, -5.135, 3.068], [6.610, -5.501, 2.959], [1.373, 5.042, 2.747], [9.050, -0.761, 2.671], [5.113, -4.918, 0.751], [-12.462, -0.085, -1.182], [4.644, -4.941, 1.849], [1.564, 4.757, -6.358], [-11.365, -2.098, -2.179], [0.696, 4.809, 1.921], [-1.073, -0.917, 0.575], [1.890, 1.999, -7.952], [-5.594, -0.779, -1.239], [1.762, -0.791, 3.056], [-11.552, -2.251, -0.413], [0.658, 5.456, 4.013], [-7.339, 0.276, -0.543], [5.884, -4.558, 2.866], [2.074, 5.819, 2.429], [7.725, -2.911, 3.350], [0.211, 0.420, -6.984], [0.862, 1.764, -8.240], [6.838, -3.336, 2.255], [0.878, 2.117, -10.365], [-1.998, 2.479, -0.716], [1.832, 5.848, -4.157], [1.065, 5.156, -4.516], [-5.541, -0.160, -2.140], [0.076, -2.056, 6.359], [-2.080, -3.386, 1.335], [-0.228, 0.807, -9.879], [-6.833, -1.299, 1.294], [-0.867, 4.295, 4.374], [-1.592, -1.103, 5.050], [6.207, -2.477, 1.771], [7.516, -3.860, 1.436], [-0.555, -2.545, 0.988], [5.496, -4.248, 3.946], [9.844, -1.581, 2.413], [1.296, 5.431, 4.900], [7.977, -1.211, 4.642], [-1.522, -3.624, 5.308], [-2.046, 2.984, -1.685], [0.855, -2.377, 3.116], [-3.738, -1.052, -0.703], [1.043, 3.903, -3.672], [2.396, -4.043, 3.190], [2.703, -4.154, 0.933], [-1.727, -0.679, 1.310], [-2.761, -3.037, 0.674], [0.102, 5.673, -4.551], [-9.705, -0.410, -0.176], [6.788, -0.887, 3.204], [4.301, -6.062, 2.010], [7.775, -1.446, 3.491], [-2.224, 1.418, -0.852], [2.474, 3.459, 3.045], [-11.223, -1.591, -1.220], [0.233, 6.458, 3.903], [-2.527, 4.132, 0.619], [0.731, 1.287, -9.668], [0.988, 4.156, -2.608], [-9.801, -1.135, -0.987], [0.232, 2.642, -8.067], [3.398, -3.875, 1.861], [3.745, -2.762, 1.766], [-0.689, -2.259, 5.122]],
  "total_charge": -1,
  "lumo_energy_ha": 0.05644,
  "total_energy_ha": -32812.20404,
  "homo_lumo_gap_ev": 5.40
}

=====

Entry 5:
{
  "formula": "C19H44Cl2NOSb",
  "method": "ωB97M-V with the def2-TZVPD basis set",
  "elements": ["H", "H", "H", "C", "C", "H", "H", "H", "H", "H", "H", "H", "C", "H", "H", "N", "H", "H", "H", "H", "Cl", "C", "H", "H", "H", "H", "H", "C", "H", "H", "C", "H", "H", "C", "Cl", "C", "H", "O", "C", "H", "C", "H", "H", "C", "C", "C", "C", "H", "H", "H", "Sb", "C", "H", "C", "H", "H", "H", "C", "H", "H", "H", "H", "H", "H", "H", "C", "H", "C"],
  "coordinates": [[0.128, -4.485, -1.632], [-3.938, 2.284, 3.749], [-0.081, -2.898, 0.229], [-3.411, 3.156, 3.353], [-1.595, -4.779, -3.946], [-1.618, -5.241, -2.868], [5.190, 0.895, -1.951], [-2.054, 4.274, 6.341], [-2.757, 5.081, 4.118], [-1.735, -2.925, -1.708], [-0.179, 1.904, 3.266], [-3.481, -0.180, 1.159], [-2.400, -0.715, 2.889], [-0.367, 4.031, 4.555], [0.009, 1.477, -2.245], [-2.105, 2.662, 2.716], [-4.109, 0.567, 2.597], [-2.698, 2.670, 6.003], [-0.634, -1.954, -4.256], [-1.345, -0.752, 2.598], [1.296, -5.353, -4.074], [5.801, -3.312, -1.903], [-2.153, 4.173, 1.177], [-1.435, 1.289, 1.207], [-1.191, 4.632, 2.613], [-2.328, -3.838, -3.921], [-1.541, 1.246, 4.203], [-2.229, 3.547, 5.540], [-0.538, 3.435, 1.455], [3.265, 2.081, -3.017], [-1.119, 2.150, 3.771], [2.317, -0.366, -1.165], [6.102, -3.717, -0.826], [0.492, 0.390, -2.348], [1.848, -2.165, -4.363], [-0.905, 3.144, 4.907], [-1.492, -0.356, -1.251], [5.879, -1.823, -1.814], [-2.399, 1.572, 1.647], [-2.829, -1.710, 2.726], [-0.320, -0.570, -1.297], [4.758, -1.859, -3.630], [5.259, 0.469, -3.792], [0.138, -2.662, -3.734], [-3.173, 0.322, 2.087], [2.053, 0.558, -1.832], [4.673, -1.354, -2.556], [6.504, -3.738, -2.753], [3.705, -1.787, -2.062], [-2.989, 2.074, 0.870], [0.025, -2.740, -1.526], [4.631, 0.269, -2.797], [2.644, 0.631, -4.056], [3.129, 0.896, -3.021], [-4.018, 3.612, 2.562], [-0.267, 2.681, 5.669], [4.722, -3.713, -2.113], [-0.120, -4.178, -4.379], [-1.943, -5.574, -4.730], [-0.145, -4.002, -5.558], [0.076, -0.278, -0.209], [2.048, 1.506, -1.109], [1.768, -2.571, -1.445], [0.384, 0.103, -3.477], [-4.123, 4.384, 4.968], [-1.444, 3.819, 1.931], [-2.472, -0.528, 3.964], [-3.164, 4.137, 4.496]],
  "total_charge": 0,
  "lumo_energy_ha": -0.02363,
  "total_energy_ha": -2040.50401,
  "homo_lumo_gap_ev": 5.35
}

=====

Entry 6:
{
  "formula": "C19H44ClNP2Rh",
  "method": "ωB97M-V with the def2-TZVPD basis set",
  "elements": ["H", "H", "H", "H", "H", "H", "C", "C", "C", "H", "H", "P", "H", "C", "H", "C", "C", "H", "C", "C", "H", "H", "C", "H", "H", "H", "H", "H", "H", "C", "H", "H", "H", "H", "H", "C", "H", "H", "H", "Cl", "H", "H", "P", "H", "C", "H", "H", "N", "C", "H", "H", "C", "C", "H", "C", "Rh", "C", "H", "C", "H", "C", "H", "H", "H", "H", "H", "H", "H"],
  "coordinates": [[0.212, 0.315, -2.039], [0.983, 3.138, 2.988], [-0.101, -1.552, 2.444], [2.733, 3.353, 2.749], [-0.378, 4.445, 2.600], [1.765, 2.255, -2.188], [1.616, -3.873, 1.127], [-1.757, 2.132, 2.254], [-1.279, 3.079, 1.145], [-2.020, 4.855, 2.081], [0.986, -4.175, 1.965], [-0.538, -2.671, -0.208], [1.331, -3.563, -2.339], [-2.145, -4.171, 1.334], [-2.080, 3.136, 0.387], [-0.089, 3.250, -1.529], [1.258, -0.149, -2.234], [2.429, -4.597, 1.011], [-1.051, 4.480, 1.734], [-0.395, 4.747, -1.445], [-2.813, -4.339, 0.493], [-1.346, -4.919, 1.324], [-0.893, -2.317, 2.607], [1.531, 4.323, 0.826], [-0.502, 5.130, -2.470], [2.055, -2.885, 1.345], [-2.203, -2.131, -3.566], [2.556, -4.414, -1.360], [-2.650, -2.635, -1.178], [-1.675, -2.896, -1.627], [-2.415, -4.461, -2.819], [-2.516, 2.650, 2.858], [-0.650, -4.549, -2.576], [-0.938, 1.831, 2.922], [-1.768, -5.030, -1.262], [-1.608, -4.332, -2.092], [2.980, 1.742, -0.001], [-0.428, 0.571, 0.795], [-2.219, 1.229, 1.843], [1.974, -0.442, 1.464], [0.435, 5.291, -0.970], [1.995, 1.761, 2.468], [0.146, 2.519, 0.155], [-2.708, -4.266, 2.257], [1.016, 2.967, -2.539], [3.811, 3.158, 0.691], [-0.460, -3.180, 3.136], [2.220, -0.610, -2.765], [1.827, -3.589, -1.357], [1.521, 3.888, -2.838], [0.317, -4.812, -0.379], [1.831, 2.848, 2.370], [2.933, 2.840, 0.113], [-0.450, -2.021, -3.240], [1.685, 3.237, 0.895], [0.809, 0.609, -0.248], [0.860, -3.868, -0.194], [-0.656, 5.204, 1.016], [-1.589, -2.774, 1.287], [-1.013, 2.718, -1.845], [-1.448, -1.907, -2.798], [2.360, -2.631, -1.211], [2.979, 3.312, -0.864], [-1.333, 4.957, -0.910], [-1.668, -1.873, 3.257], [-2.361, -2.015, 1.069], [0.568, 2.529, -3.435], [-1.578, -0.855, -2.491]],
  "total_charge": -1,
  "lumo_energy_ha": [0.10646, 0.09069],
  "spin_multiplicity": 5,
  "total_energy_ha": -2058.30970,
  "homo_lumo_gap_ev": [2.91, 6.39],
  "de_lowest_ev": 0.239
}